Version P
The following is a DFT calculation (the ωB97M-V functional and the def2-TZVPD basis) of the molecule C6H14O.

SMILES   CCCCCCO
Molecular weight   102.2 g mol⁻¹
Multiplicity   1
Gap between HOMO and LUMO   11.30 eV

Geometry (Å):
C (0.9639, 1.6664, -2.8837)
C (0.1310, 1.3997, -1.6231)
C (0.2544, -0.0006, -1.0175)
C (-0.3905, -0.0278, 0.3678)
C (-0.1243, -1.2848, 1.1879)
C (-0.7004, -1.1584, 2.5871)
O (-0.4120, -2.3439, 3.3022)
H (1.4225, 2.6590, -2.8329)
H (0.3601, 1.6275, -3.7950)
H (1.7802, 0.9443, -2.9937)
H (0.4369, 2.1122, -0.8467)
H (-0.9289, 1.6079, -1.8205)
H (-0.2029, -0.7591, -1.6691)
H (1.3175, -0.2683, -0.9323)
H (-1.4746, 0.1273, 0.2666)
H (-0.0132, 0.8398, 0.9294)
H (-0.5539, -2.1707, 0.7046)
H (0.9564, -1.4583, 1.2712)
H (-0.2593, -0.2770, 3.0830)
H (-1.7878, -0.9843, 2.5243)
H (-0.7752, -2.2507, 4.1904)

Atomic partial charges in e from the natural (NBO) method, atoms 1 to 2:
1 C -0.611
2 C -0.394


Version Q
The following is a DFT calculation (the ωB97M-V functional and the def2-TZVPD basis) of a cluster of 3 separate species, C6H14O in total.

Molecular weight   102.2 g mol⁻¹
Multiplicity   1
Gap between HOMO and LUMO   8.52 eV

Geometry (Å):
C (-1.5299, -0.9729, 1.9945)
C (-1.1629, -1.1328, 0.5187)
C (0.0373, -0.2201, 0.2011)
C (1.3583, -0.5448, 0.6791)
C (-0.4225, 0.9708, -0.2731)
C (0.5455, 2.1145, -0.5135)
H (-2.0375, -0.0780, 2.3434)
H (-0.5856, -0.8996, 2.5556)
H (-2.0077, -1.7947, 2.5219)
H (-0.9088, -2.1411, 0.1707)
H (-1.9972, -0.7592, -0.0762)
H (1.8739, -1.4489, 0.3768)
H (1.9018, 0.3368, 1.0222)
H (1.2409, -1.6875, 2.1070)
H (-1.4972, 1.1712, -0.2424)
H (0.4924, 2.6466, -1.4676)
H (1.4947, 1.6134, -0.3166)
H (0.5038, 2.8542, 0.2960)
H (1.3308, 0.0360, -1.7348)
H (-0.0206, -0.0430, -2.2744)
O (0.8938, -0.1507, -2.5702)

Atomic partial charges in e from the natural (NBO) method, atoms 1 to 2:
1 C -0.630
2 C -0.415


Relative energies in hartree: version P 0.0000; version Q 0.1576


Version P
The following is a DFT calculation (the ωB97M-V functional and the def2-TZVPD basis) of a structure of composition C5H6O.

Molecular weight   82.1 g mol⁻¹
Multiplicity   1
Gap between HOMO and LUMO   10.15 eV

Geometry (Å):
C (-1.1218, 0.3709, 0.5228)
C (-0.5125, -0.8821, -0.1777)
O (-0.6020, -0.1406, -1.4370)
C (-0.3281, 0.9613, -0.6280)
C (1.3514, 0.4210, -0.0021)
C (0.9729, -0.8240, 0.1725)
H (-2.2153, 0.3861, 0.4208)
H (-0.8019, 0.6320, 1.5277)
H (-1.0060, -1.8536, -0.2026)
H (0.3752, 1.7262, -0.8491)
H (2.3481, 0.8763, 0.1398)
H (1.5399, -1.6733, 0.5129)

Atomic partial charges in e from the natural (NBO) method, atoms 1 to 2:
1 C -0.421
2 C 0.046


Version Q
The following is a DFT calculation (the ωB97M-V functional and the def2-TZVPD basis) of the molecule C5H6O.

SMILES   C=C1C[C@H]1C=O
Molecular weight   82.1 g mol⁻¹
Multiplicity   1
Gap between HOMO and LUMO   10.55 eV

Geometry (Å):
C (0.7658, 0.3049, 0.1016)
C (1.7803, -0.2568, -0.4822)
C (-1.4035, -1.1805, 0.3709)
C (-0.2349, 1.2637, -0.2436)
C (-0.4981, 0.1642, 0.7530)
O (-1.3875, -2.1845, 1.0143)
H (2.1965, -1.1188, -0.0963)
H (2.2405, 0.2257, -1.3823)
H (-1.9933, -1.0562, -0.4803)
H (-0.1847, 2.2115, 0.0045)
H (-0.7339, 1.2020, -1.3237)
H (-0.5471, 0.4249, 1.7641)

Atomic partial charges in e from the natural (NBO) method, atoms 1 to 2:
1 C -0.008
2 C -0.362


Relative energies in hartree: version P 0.0545; version Q 0.0000


Version P
The following is a DFT calculation (the ωB97M-V functional and the def2-TZVPD basis) of a cluster of 2 separate species, C5H6O in total.

Molecular weight   82.1 g mol⁻¹
Multiplicity   1
Gap between HOMO and LUMO   10.52 eV

Geometry (Å):
C (3.4714, -0.3287, 0.0851)
C (0.1427, -1.5260, 0.0109)
C (-1.7583, 0.3918, -0.0259)
C (-0.4139, 1.1121, 0.1043)
C (-0.4515, -0.3085, -0.0429)
O (3.1178, 0.7311, -0.1042)
H (1.0944, -1.7740, 0.2661)
H (-0.3457, -2.4817, -0.2304)
H (-2.4109, 0.3361, 0.7960)
H (-2.4650, 0.4199, -0.9490)
H (0.0723, 1.6847, -0.8058)
H (-0.0533, 1.7433, 0.8957)

Atomic partial charges in e from the natural (NBO) method, atoms 1 to 2:
1 C 0.505
2 C -0.394


Version Q
The following is a DFT calculation (the ωB97M-V functional and the def2-TZVPD basis) of the molecule C5H6O.

Molecular weight   82.1 g mol⁻¹
Multiplicity   1
Gap between HOMO and LUMO   8.84 eV

Geometry (Å):
O (-1.4178, -0.3765, -2.1737)
C (-0.7825, -0.1942, -1.1430)
C (-1.1128, 0.7805, -0.0633)
C (0.6906, 0.4879, 1.1395)
C (0.9838, -0.7071, 0.4056)
C (0.4481, -0.8925, -0.8189)
H (-1.6344, 0.4812, 0.8202)
H (-1.5734, 1.6847, -0.5079)
H (1.0369, 1.4430, 0.7963)
H (0.9582, 0.3896, 2.2170)
H (1.5593, -1.5100, 0.8666)
H (0.8440, -1.5866, -1.5384)

Atomic partial charges in e from the natural (NBO) method, atoms 1 to 2:
1 O -0.569
2 C 0.445


Version R
The following is a DFT calculation (the ωB97M-V functional and the def2-TZVPD basis) of a structure of composition C5H6O.

Molecular weight   82.1 g mol⁻¹
Multiplicity   1
Gap between HOMO and LUMO   10.00 eV

Geometry (Å):
C (-0.0327, 0.0890, -2.0899)
C (-0.7550, -0.9317, -1.6727)
C (-0.0768, -0.2819, -0.5039)
C (-0.6792, 0.3707, 0.7468)
C (0.5009, -0.3145, 1.4507)
O (0.9234, -0.9474, 0.2201)
H (0.5122, 0.5756, -2.8935)
H (0.4730, 0.7446, -1.0516)
H (-0.7179, 1.4619, 0.7896)
H (-1.6600, -0.0542, 0.9652)
H (0.2381, -1.0685, 2.1955)
H (1.2742, 0.3564, 1.8438)

Atomic partial charges in e from the natural (NBO) method, atoms 1 to 2:
1 C -0.378
2 C -0.125


Relative energies in hartree: version P 0.0000; version Q 0.0075; version R 0.1170


Version P
The following is a DFT calculation (the ωB97M-V functional and the def2-TZVPD basis) of the molecule C6H11NSi.

SMILES   [H]/N=C(/C#C)[Si](C)(C)C
Molecular weight   125.2 g mol⁻¹
Multiplicity   1
Gap between HOMO and LUMO   9.87 eV

Geometry (Å):
C (-1.5842, 1.7408, -2.1249)
C (-0.7225, 0.8955, -2.0379)
C (0.3537, -0.2320, -1.6425)
C (-1.5144, -1.0617, 0.7876)
C (0.2630, 1.4311, 0.8840)
C (1.6895, -1.1053, 1.1638)
N (1.0369, -0.6947, -2.5632)
Si (0.1352, -0.3524, 0.3071)
H (-2.3011, 2.4862, -2.4772)
H (-1.9188, -1.8563, 0.2389)
H (-1.4280, -1.3469, 1.8257)
H (-2.2644, -0.1751, 0.6401)
H (-0.0166, 2.1584, 0.2248)
H (-0.4951, 1.5098, 1.7013)
H (1.1098, 1.7770, 1.3090)
H (2.6851, -0.7880, 0.8903)
H (1.6128, -0.8060, 2.2261)
H (1.5092, -2.2726, 1.0988)
H (1.8502, -1.3080, -2.4518)

Atomic partial charges in e from the natural (NBO) method, atoms 1 to 2:
1 C -0.272
2 C -0.069


Version Q
The following is a DFT calculation (the ωB97M-V functional and the def2-TZVPD basis) of the molecule C6H11NSi.

SMILES   CC1=C([SiH3])CCN=C1
Molecular weight   125.2 g mol⁻¹
Multiplicity   1
Gap between HOMO and LUMO (spin up / spin down)   7.72 / 7.89 eV

Geometry (Å):
C (-0.1401, 0.9967, -1.7393)
C (-0.8010, 0.5207, -0.5479)
C (0.2984, 0.0068, 0.8150)
C (1.6879, 0.4655, 0.4886)
C (1.8403, 0.0714, -0.9926)
C (-2.2363, 0.3102, -0.3889)
N (1.1393, 0.8405, -2.0410)
Si (-0.3608, -1.2790, 1.9119)
H (-0.7763, 1.2804, -2.5110)
H (1.9341, 1.5239, 0.7719)
H (2.3305, -0.0685, 1.1494)
H (2.8905, 0.1732, -1.2968)
H (1.4240, -0.9366, -1.2114)
H (-2.5320, 1.0453, 0.2857)
H (-2.5064, -0.7060, -0.0083)
H (-2.7979, 0.4856, -1.4324)
H (-0.6068, -2.5773, 1.3772)
H (-1.5733, -0.9405, 2.5456)
H (0.7858, -1.2124, 2.8244)

Atomic partial charges in e from the natural (NBO) method, atoms 1 to 2:
1 C -0.041
2 C 0.049


Relative energies in hartree: version P 0.0000; version Q 0.0782